ORCA calculation (wB97M-V/def2-TZVPD) on a 2-piece molecular cluster, C2H2Cl6 overall in a non-equilibrium geometry.

**Total energy**: -2838.118956 Ha
**Gap between HOMO and LUMO (spin up / spin down)**: 0.4156 / 0.1361 hartree
**Spin multiplicity**: 2
**Net charge**: +1

The geometry in XYZ format:
```
10
C2H2Cl6 (wB97M-V/def2-TZVPD)
C -1.275 -0.794 -1.919
Cl -1.112 -1.410 -3.619
Cl -0.531 -1.834 -0.699
Cl -3.013 -0.521 -1.535
H -0.810 0.158 -1.666
C 1.356 0.979 1.965
Cl 1.051 1.064 0.161
Cl 3.031 1.263 2.570
Cl 0.660 -0.617 2.397
H 0.643 1.712 2.344
```

These are the Löwdin partial charges, in e, on atoms 1 to 5: -1.45, 0.59, 0.70, 0.63, -0.03

ORCA calculation (wB97M-V/def2-TZVPD) on a 2-piece molecular cluster, C2H2Cl6 overall.

**Total energy**: -2838.130174 Ha
**Gap between HOMO and LUMO (spin up / spin down)**: 0.3888 / 0.1050 hartree
**Spin multiplicity**: 2
**Net charge**: +1

The geometry in XYZ format:
```
10
C2H2Cl6 (wB97M-V/def2-TZVPD)
C 0.159 2.150 1.160
Cl 1.360 0.946 1.647
Cl 0.797 3.208 -0.089
Cl -0.401 3.201 2.443
H -0.762 1.669 0.832
C -0.272 -2.308 -1.261
Cl 0.429 -3.692 -0.442
Cl 0.816 -1.404 -2.310
Cl -0.994 -1.151 -0.123
H -1.130 -2.618 -1.857
```

These are the Löwdin partial charges, in e, on atoms 1 to 5: -1.53, 0.71, 0.80, 0.78, 0.01

ORCA calculation (wB97M-V/def2-TZVPD) on C2H2Cl6OSi as an isolated structure in a non-equilibrium geometry.

**Total energy**: -3203.405205 Ha
**Gap between HOMO and LUMO**: 0.3520 hartree

The geometry in XYZ format:
```
12
C2H2Cl6OSi (wB97M-V/def2-TZVPD)
C 0.925 -1.090 -1.347
C 0.217 -0.970 -0.065
O -0.358 0.254 0.042
Si -1.142 2.018 1.161
Cl 1.624 -2.632 -1.514
Cl 1.554 -1.109 1.253
Cl -0.920 -2.247 0.178
Cl -2.747 1.372 2.088
Cl 0.483 2.565 2.096
Cl -1.679 3.000 -0.448
H 0.392 -0.765 -2.180
H 1.650 -0.396 -1.264
```

These are the Löwdin partial charges, in e, on atoms 1 to 5: -0.73, -1.38, -0.41, -0.69, 0.63

ORCA calculation (wB97M-V/def2-TZVPD) on a 2-piece molecular cluster, C2H2ClF3 overall in a non-equilibrium geometry.

**Total energy**: -837.069462 Ha
**Gap between HOMO and LUMO (spin up / spin down)**: 0.3335 / 0.3336 hartree

The geometry in XYZ format:
```
8
C2H2ClF3 (wB97M-V/def2-TZVPD)
C 0.023 1.753 -0.477
C -1.570 0.020 0.142
F 1.103 1.157 -0.083
F -0.194 2.875 0.185
F -1.077 -0.954 -0.517
Cl -3.142 0.622 -0.557
H 0.086 1.912 -1.578
H -1.433 -0.140 1.219
```

These are the Löwdin partial charges, in e, on atoms 1 to 5: -0.29, -0.59, 0.07, 0.06, -0.01

ORCA calculation (wB97M-V/def2-TZVPD) on a single C2H2ClFO2 molecule in a non-equilibrium geometry.

**Total energy**: -787.934623 Ha
**Gap between HOMO and LUMO**: 0.4169 hartree
**SMILES**: O=C(Cl)[C@H](O)F

The geometry in XYZ format:
```
8
C2H2ClFO2 (wB97M-V/def2-TZVPD)
O 1.138 1.676 -0.090
C 1.011 0.499 -0.184
Cl 2.341 -0.603 -0.289
C -0.312 -0.210 -0.025
O -1.206 0.467 0.730
F -0.184 -1.592 0.387
H -0.702 -0.366 -1.024
H -2.085 0.128 0.495
```

These are the Löwdin partial charges, in e, on atoms 1 to 5: 0.10, -0.76, 0.76, -0.41, 0.08

ORCA calculation (wB97M-V/def2-TZVPD) on a single C2H2ClN molecule in a non-equilibrium geometry.

**Total energy**: -592.260428 Ha
**Gap between HOMO and LUMO**: 0.4125 hartree
**SMILES**: Cl[C@H]1C=N1

The geometry in XYZ format:
```
6
C2H2ClN (wB97M-V/def2-TZVPD)
Cl -2.106 -0.322 0.042
C -0.324 -0.068 0.411
C 0.763 0.125 -0.511
N 0.460 1.171 0.070
H -0.187 -0.685 1.432
H 1.394 -0.222 -1.444
```

These are the Löwdin partial charges, in e, on atoms 1 to 5: 0.47, -0.68, -0.19, 0.13, 0.12

ORCA calculation (wB97M-V/def2-TZVPD) on C2H2ClNO as an isolated structure in a non-equilibrium geometry.

**Total energy**: -667.468567 Ha
**Gap between HOMO and LUMO**: 0.3598 hartree

The geometry in XYZ format:
```
7
C2H2ClNO (wB97M-V/def2-TZVPD)
C -0.217 -0.308 -0.930
C 0.485 0.401 -0.026
N -0.470 0.118 0.978
O -1.134 -0.717 0.040
Cl 1.834 1.414 0.072
H -0.282 -0.542 -1.967
H -0.216 -0.367 1.833
```

These are the Löwdin partial charges, in e, on atoms 1 to 5: -0.10, -0.78, 0.01, -0.06, 0.69

ORCA calculation (wB97M-V/def2-TZVPD) on a 2-piece molecular cluster, C2H2ClNO overall in a non-equilibrium geometry.

**Total energy**: -667.443015 Ha
**Gap between HOMO and LUMO (spin up / spin down)**: 0.3738 / 0.1407 hartree

The geometry in XYZ format:
```
7
C2H2ClNO (wB97M-V/def2-TZVPD)
C -0.821 -0.005 0.171
C 0.234 -0.361 -0.703
N 0.406 0.363 -1.800
O -1.600 0.397 0.947
Cl -0.437 0.630 4.094
H 0.968 -1.100 -0.322
H 1.251 0.076 -2.385
```

These are the Löwdin partial charges, in e, on atoms 1 to 5: -0.09, -0.27, 0.03, 0.15, 0.00